# 1
{"formula": "C21H28BiClN3O2S", "method": "wB97M-V/def2-TZVPD", "elements": ["Bi", "Cl", "N", "N", "C", "C", "C", "C", "C", "C", "H", "H", "H", "H", "H", "H", "C", "C", "C", "C", "H", "H", "H", "H", "H", "H", "O", "H", "H", "O", "H", "H", "C", "C", "C", "H", "H", "C", "C", "H", "C", "C", "C", "C", "H", "C", "H", "H", "H", "H", "H", "H", "H", "H", "S", "C", "N"], "coordinates": [[-0.709179, -0.095706, 1.116637], [1.760472, -0.112627, 0.813856], [-0.172893, 2.386133, 0.679608], [-0.260888, -2.572961, 0.776396], [-0.954258, 3.013748, -0.172102], [-0.845467, -3.129799, -0.259882], [0.896151, 3.343589, 1.090276], [0.272641, 4.678439, 0.695017], [2.162643, 3.138638, 0.279167], [1.183306, 3.227163, 2.572255], [1.935238, 3.155506, -0.794493], [2.628082, 2.182481, 0.526966], [2.857073, 3.957992, 0.507074], [0.269460, 3.390287, 3.149906], [1.917362, 3.993837, 2.852167], [1.591041, 2.243977, 2.823215], [0.632793, -3.590176, 1.412689], [0.241654, -4.865429, 0.667272], [0.349049, -3.665217, 2.901860], [2.099120, -3.313352, 1.156926], [2.277610, -3.192506, 0.081514], [2.678830, -4.176213, 1.513174], [2.437914, -2.415254, 1.677628], [-0.724107, -3.814741, 3.068570], [0.680872, -2.756458, 3.419273], [0.893032, -4.519090, 3.325894], [-0.568636, -4.409623, -0.467280], [-0.383909, -5.536084, 1.271278], [1.078351, -5.427540, 0.237937], [-0.754843, 4.319051, -0.294386], [0.947302, 5.388400, 0.204230], [-0.238032, 5.163464, 1.537351], [-2.002854, 2.366981, -0.999341], [-1.806332, -2.459834, -1.177346], [-1.240111, -1.208303, -1.792839], [-2.695477, -2.218795, -0.567380], [-2.117102, -3.189346, -1.934963], [-1.222199, -0.016078, -1.062753], [-1.386044, 1.205689, -1.719581], [-0.472430, -0.416139, 3.868453], [-0.958398, 1.282612, -3.055943], [-0.598522, 0.100726, -3.711667], [-0.913260, 2.604764, -3.761857], [-0.782009, -1.151781, -3.119590], [-0.241493, 0.154387, -4.740658], [-0.541833, -2.414494, -3.890663], [0.057537, -2.203998, -4.782336], [-1.487900, -2.862248, -4.225791], [-0.016233, -3.163763, -3.284790], [-1.923793, 2.978374, -3.980498], [-0.384254, 2.503383, -4.715219], [-0.401694, 3.370694, -3.162960], [-2.431863, 3.113274, -1.676839], [-2.795850, 2.037515, -0.307974], [0.445418, 1.909732, 6.339143], [0.032147, 1.112723, 5.070502], [-0.293251, 0.574008, 4.022870]], "atomic_forces_ev_per_a": [[-3.1, -0.1, -0.7], [3.7, -0.1, -0.2], [-1.4, 1.2, -1.4], [-1.0, -0.8, -1.4], [1.4, -1.3, 1.9], [0.9, 1.5, 1.9], [-0.4, -0.3, -0.1], [-0.7, 0.3, -0.2], [0.3, -0.2, -0.2], [0.0, 0.3, 0.2], [0.1, 0.0, 0.2], [-0.1, 0.2, -0.1], [0.0, -0.1, -0.1], [0.1, 0.0, 0.0], [-0.1, -0.1, 0.1], [-0.1, 0.1, -0.2], [-0.3, 0.5, -0.3], [-0.7, -0.3, -0.6], [-0.2, -0.3, 0.1], [0.5, 0.1, 0.0], [0.0, 0.1, 0.2], [0.0, 0.1, 0.0], [0.0, -0.1, -0.2], [0.2, 0.1, 0.1], [-0.1, -0.1, -0.2], [0.0, 0.1, 0.1], [0.4, -1.2, 0.2], [0.1, 0.1, -0.1], [-0.1, 0.2, 0.2], [0.5, 1.1, 0.0], [-0.1, -0.2, 0.2], [0.0, 0.0, -0.2], [0.4, 0.6, 0.2], [0.5, -0.5, 0.0], [0.6, 0.0, -1.2], [0.1, 0.3, 0.0], [0.1, 0.1, 0.1], [-1.3, -0.3, 2.2], [0.6, -0.1, -1.4], [-0.2, 0.2, 0.0], [-0.6, -0.1, 0.8], [0.2, 0.0, -0.3], [0.0, 0.2, -0.3], [-0.6, 0.0, 0.7], [0.0, 0.0, 0.2], [0.0, -0.2, -0.3], [-0.1, -0.1, 0.1], [0.1, 0.0, 0.0], [-0.1, 0.1, -0.2], [0.2, 0.0, 0.0], [-0.1, 0.1, 0.1], [-0.1, -0.1, -0.1], [0.1, -0.1, 0.1], [0.1, -0.3, -0.1], [0.2, 0.6, 0.7], [-0.8, -1.5, -2.5], [0.8, 0.9, 2.3]], "nbo_charge": [0.751, -0.814, -0.573, -0.568, 0.624, 0.606, 0.060, -0.078, -0.626, -0.610, 0.209, 0.265, 0.187, 0.211, 0.197, 0.246, 0.059, -0.077, -0.610, -0.617, 0.222, 0.185, 0.256, 0.218, 0.218, 0.199, -0.493, 0.180, 0.192, -0.497, 0.192, 0.180, -0.538, -0.508, -0.125, 0.246, 0.226, -0.412, -0.017, 0.424, -0.030, -0.303, -0.631, 0.003, 0.185, -0.631, 0.207, 0.203, 0.211, 0.203, 0.207, 0.209, 0.227, 0.250, -0.039, 0.215, -0.676], "e_tot_ha": -2204.70015, "de_lowest_kj_mol": 23.62, "charge": -1, "multiplicity": 1}

# 2
{"formula": "C21H28ClF3LaN2O2", "method": "wB97M-V/def2-TZVPD", "elements": ["La", "Cl", "N", "N", "C", "C", "C", "C", "C", "C", "H", "H", "H", "H", "H", "H", "C", "C", "C", "C", "H", "H", "H", "H", "H", "H", "O", "H", "H", "O", "H", "H", "C", "C", "C", "H", "H", "C", "C", "H", "C", "C", "C", "C", "H", "C", "H", "H", "H", "H", "H", "H", "H", "H", "F", "C", "F", "F"], "coordinates": [[0.622158, -0.016583, 0.539939], [2.532067, -0.064742, -1.076592], [0.159381, 2.377792, 0.783467], [0.079973, -2.388182, 0.803784], [-0.206193, 3.034939, -0.266059], [-0.276371, -3.044361, -0.249801], [1.268984, 3.152895, 1.535737], [1.587165, 4.190782, 0.458261], [2.452939, 2.250320, 1.848846], [0.575053, 3.589611, 2.789245], [2.920320, 1.815237, 0.957041], [2.179370, 1.470765, 2.566856], [3.202756, 2.846198, 2.362763], [-0.331572, 4.157113, 2.567797], [1.218278, 4.183105, 3.424077], [0.299235, 2.689909, 3.334072], [1.151942, -3.182310, 1.590041], [1.466405, -4.244520, 0.535366], [0.419155, -3.579819, 2.834801], [2.355829, -2.308713, 1.914056], [2.845115, -1.889299, 1.027127], [3.083165, -2.923342, 2.436284], [2.094643, -1.521664, 2.627866], [-0.499357, -4.122094, 2.600436], [0.160442, -2.664936, 3.362462], [1.030278, -4.184753, 3.490057], [0.381982, -4.191334, -0.516333], [1.546266, -5.254398, 0.924257], [2.427263, -4.097254, 0.061526], [0.469628, 4.159061, -0.560609], [2.528124, 4.004457, -0.041363], [1.711215, 5.203670, 0.828395], [-1.389546, 2.592900, -1.137622], [-1.421145, -2.582962, -1.160624], [-1.387894, -1.211665, -1.828260], [-2.289021, -2.528566, -0.456705], [-1.654667, -3.427806, -1.860211], [-1.554718, 0.008813, -0.973915], [-1.377669, 1.229439, -1.819589], [-1.647653, 0.014817, 0.178768], [-1.562941, 1.231365, -3.241149], [-1.629857, 0.019869, -3.938609], [-1.761546, 2.485451, -4.037056], [-1.570886, -1.197361, -3.252189], [-1.820452, 0.026307, -4.991846], [-1.778133, -2.441154, -4.062522], [-1.917208, -2.307469, -5.122020], [-2.676336, -2.958462, -3.751405], [-0.986359, -3.176572, -3.983550], [-2.658464, 3.003598, -3.723598], [-1.896163, 2.364722, -5.098417], [-0.966829, 3.215806, -3.944377], [-1.654347, 3.446676, -1.814076], [-2.226123, 2.528280, -0.399122], [-1.564204, -1.011432, 3.725905], [-0.780664, 0.045565, 3.309046], [-1.526545, 1.141329, 3.692703], [0.243721, 0.040945, 4.196646]], "atomic_forces_ev_per_a": [[-2.7, 0.1, 1.3], [2.4, -0.1, -1.6], [0.7, 1.2, 0.0], [0.7, -1.3, 0.0], [-0.3, -0.9, -0.2], [-0.1, 0.8, -0.2], [-1.6, -1.1, -1.9], [-0.4, 0.7, -0.4], [0.2, 0.2, 0.1], [-0.1, 0.4, 0.3], [-0.1, 0.1, 0.1], [-0.1, 0.0, -0.1], [0.3, 0.1, 0.0], [0.1, -0.1, 0.0], [0.3, 0.3, 0.2], [-0.2, 0.0, 0.1], [-1.5, 1.1, -2.0], [-0.4, -0.7, -0.4], [-0.1, -0.4, 0.3], [0.1, -0.2, 0.1], [-0.1, -0.1, 0.1], [0.3, -0.1, 0.1], [-0.1, 0.0, -0.1], [0.1, 0.1, 0.0], [-0.2, 0.0, 0.1], [0.3, -0.3, 0.2], [0.9, 0.3, 1.6], [-0.6, -0.2, 0.1], [0.1, 0.6, -0.5], [1.1, -0.2, 1.5], [0.0, -0.6, -0.5], [-0.6, 0.2, 0.1], [-0.6, 0.8, 0.4], [-0.6, -0.8, 0.3], [-0.2, -1.4, -1.3], [0.2, -0.2, 0.0], [0.4, 0.9, 0.5], [2.4, 0.0, 0.1], [-0.2, 1.4, -1.3], [-1.6, 0.0, -2.0], [0.6, -0.5, 2.1], [-0.6, 0.0, 0.3], [0.1, 0.7, 0.3], [0.5, 0.4, 2.1], [0.0, 0.0, -0.5], [0.1, -0.7, 0.3], [0.1, 0.7, -0.4], [-0.4, -0.2, 0.3], [0.4, -0.1, 0.2], [-0.4, 0.2, 0.3], [0.1, -0.7, -0.4], [0.4, 0.1, 0.2], [0.5, -0.9, 0.5], [0.2, 0.2, 0.0], [-0.2, -0.4, 0.3], [-0.2, 0.0, -2.5], [-0.2, 0.4, 0.3], [1.4, 0.0, 1.6]], "mulliken_charge": [1.241, -0.572, -0.243, -0.277, 0.494, 0.512, 1.939, -0.975, -2.242, -1.403, 0.542, 0.359, 0.486, 0.378, 0.403, 0.183, 1.948, -0.973, -1.410, -2.257, 0.558, 0.491, 0.359, 0.379, 0.188, 0.403, -0.367, 0.346, 0.355, -0.367, 0.358, 0.343, -1.175, -1.135, 1.025, 0.166, 0.258, -0.930, 1.050, 0.039, 0.681, -1.146, -1.831, 0.653, 0.208, -1.831, 0.352, 0.363, 0.366, 0.364, 0.353, 0.362, 0.297, 0.159, -0.294, -0.001, -0.292, -0.237], "e_tot_ha": -1868.33538, "charge": -1, "multiplicity": 1}

What is the formula in the second record?
C21H28ClF3LaN2O2

What is the multiplicity in the second record?
1